# 1
A cluster of 2 separate species, C3H5N2O2 in total at a distorted geometry. Source: the Open Molecules 2025 dataset; level of theory: wB97M-V/def2-TZVPD.

As for the molar mass: 101.1 g/mol. The HOMO energy is -0.1429 Ha. The multiplicity is 1. The value obtained for the total energy is -10262.8289 eV. As for the net charge: -1. The calculation puts the gap between HOMO and LUMO at 7.58 eV.

Cartesian coordinates (Å):
C1 -1.05479 -1.14593 -0.85916
C2 -1.69763 -0.16849 -0.31816
C3 -2.43267 0.69320 0.32630
N1 1.57499 0.77939 0.37886
N2 2.60222 0.02452 0.56770
O1 2.65634 -0.71277 1.58770
O2 3.58782 0.04650 -0.23719
H1 -1.10009 -1.22448 -1.87551
H2 -0.30618 -1.77025 -0.24395
H3 1.58947 1.36144 -0.54197
H4 -1.97012 1.70794 0.49660
H5 -3.44935 0.40894 0.71877

# 2
A cluster of 2 separate species, C3H5N2O2 in total at a distorted geometry. Source: the Open Molecules 2025 dataset; level of theory: wB97M-V/def2-TZVPD.

As for the molar mass: 101.1 g/mol. The HOMO energy (alpha / beta) is -0.1044 / -0.0793 Ha. The multiplicity is 1. The value obtained for the total energy is -10258.6805 eV. As for the net charge: -1. The calculation puts the gap between HOMO and LUMO (alpha / beta) at 6.97 / 6.30 eV.

Cartesian coordinates (Å):
C1 -0.60761 -0.78921 -0.28791
C2 -0.97769 0.66186 -0.57628
C3 1.09327 0.49014 0.49886
N1 0.86238 -0.68568 -0.14297
N2 -0.01883 1.44278 0.24990
O1 1.57173 -1.81397 -0.12805
O2 1.30543 1.56244 -0.29547
H1 -0.88990 -1.17030 0.76846
H2 -0.66849 -1.64503 -1.02316
H3 -1.07629 0.76936 -1.58839
H4 -1.94331 0.70696 -0.11226
H5 1.34932 0.47066 2.63726

# 3
A cluster of 2 separate species, C3H5N2O2 in total at a distorted geometry. Source: the Open Molecules 2025 dataset; level of theory: wB97M-V/def2-TZVPD.

As for the molar mass: 101.1 g/mol. The HOMO energy (alpha / beta) is -0.5435 / -0.4852 Ha. The multiplicity is 1. The value obtained for the total energy is -10252.1807 eV. As for the net charge: +1. The calculation puts the gap between HOMO and LUMO (alpha / beta) at 7.48 / 5.57 eV.

Cartesian coordinates (Å):
C1 -3.43901 -1.40729 0.30830
C2 -2.22245 0.64704 -0.05990
C3 1.65822 1.08839 0.29155
N1 -3.01692 -0.26820 0.05491
N2 -0.03027 -0.48727 -0.17696
O1 -1.76191 1.70478 -0.17471
O2 1.02399 -0.17086 0.55666
H1 -4.49131 -1.68628 0.21805
H2 0.92368 1.72964 0.04216
H3 2.51304 1.05039 -0.45907
H4 2.03910 1.32076 1.35123
H5 -0.30814 -1.39820 0.01245

# 4
The ion C3H5N2O2 with charge +1 at a distorted geometry. Source: the Open Molecules 2025 dataset; level of theory: wB97M-V/def2-TZVPD.

As for the molar mass: 101.1 g/mol. The HOMO energy (alpha / beta) is -0.5277 / -0.5769 Ha. The multiplicity is 3. The value obtained for the total energy is -10252.4892 eV. As for the net charge: +1. The expectation value of S² is 2.0981. The calculation puts the gap between HOMO and LUMO (alpha / beta) at 8.38 / 7.57 eV.

Cartesian coordinates (Å):
C1 -0.06881 1.32246 -0.09691
C2 -0.95383 0.11342 -0.09231
C3 -0.43020 -1.23995 -0.14340
N1 1.23039 1.22431 -0.02104
N2 -2.18094 0.34784 0.05380
O1 -3.32230 0.56642 0.01815
O2 1.86958 0.18129 0.03819
H1 -0.59366 2.31038 0.19612
H2 -1.32593 -2.06848 -0.19945
H3 0.22402 -1.47460 0.58262
H4 0.21537 -1.39700 -1.11745
H5 1.75925 2.00932 -0.14591

# 5
A cluster of 2 separate species, C3H5N2O3 in total at a distorted geometry. Source: the Open Molecules 2025 dataset; level of theory: wB97M-V/def2-TZVPD.

As for the molar mass: 117.1 g/mol. The HOMO energy (alpha / beta) is -0.5008 / -0.5008 Ha. The multiplicity is 1. The value obtained for the total energy is -12300.7071 eV. As for the net charge: +1. The calculation puts the gap between HOMO and LUMO (alpha / beta) at 7.26 / 7.27 eV.

Cartesian coordinates (Å):
C1 0.55229 -0.12947 0.50672
C2 -1.31471 -0.85331 -0.53106
C3 -0.59326 0.09377 -1.40728
N1 -0.26612 -1.16939 0.41547
N2 2.22058 1.60068 1.77548
O1 2.56436 2.07255 0.82970
O2 2.02130 1.16996 2.79504
O3 0.35984 0.68035 -0.46827
H1 -2.26378 -0.53458 -0.04030
H2 -1.70598 -1.53550 -1.28207
H3 0.02048 -0.42927 -2.13153
H4 -1.24603 0.82980 -1.72484
H5 -0.34897 -1.79559 1.26294

# 6
The molecule C3H5N2OP at a distorted geometry. Source: the Open Molecules 2025 dataset; level of theory: wB97M-V/def2-TZVPD.

As for the molar mass: 116.1 g/mol. The HOMO energy (alpha / beta) is -0.2956 / -0.3004 Ha. The multiplicity is 1. The value obtained for the total energy is -17503.2547 eV. The calculation puts the gap between HOMO and LUMO (alpha / beta) at 6.71 / 6.71 eV.

Cartesian coordinates (Å):
C1 1.26214 0.22636 -1.61804
C2 0.92527 0.47549 0.63588
C3 -1.02351 -0.09484 -0.79440
N1 0.26391 -0.09298 1.76768
N2 0.37474 0.19477 -0.66885
O1 1.80134 1.23673 0.85892
P1 -0.68344 -1.46785 1.93725
H1 0.87165 -0.12441 -2.59999
H2 -1.12798 -0.71942 -1.74012
H3 -1.26316 -0.73962 0.19920
H4 -1.78357 0.74981 -0.63233
H5 0.38262 0.35596 2.65478

# 7
The ion C3H5N2S with charge +1 at a distorted geometry. Source: the Open Molecules 2025 dataset; level of theory: wB97M-V/def2-TZVPD.

As for the molar mass: 101.2 g/mol. The HOMO energy is -0.5116 Ha. The multiplicity is 1. The value obtained for the total energy is -16997.8386 eV. As for the net charge: +1. The calculation puts the gap between HOMO and LUMO at 7.79 eV.

Cartesian coordinates (Å):
C1 0.55575 -0.76740 -0.94139
C2 -0.79884 0.39171 1.52237
C3 -0.46496 1.03053 0.30976
N1 -0.35270 0.23402 -0.86243
N2 0.98990 -1.27218 0.13396
S1 -1.08973 -0.39025 2.77421
H1 0.62702 -1.05027 -1.95701
H2 -1.07267 1.97427 0.15754
H3 0.65653 1.21065 0.54527
H4 -0.75690 0.60436 -1.83419
H5 1.70660 -1.96543 0.15191

# 8
A cluster of 2 separate species, C3H5N2S2 in total at a distorted geometry. Source: the Open Molecules 2025 dataset; level of theory: wB97M-V/def2-TZVPD.

As for the molar mass: 133.2 g/mol. The HOMO energy is -0.4870 Ha. The multiplicity is 1. The value obtained for the total energy is -27833.7768 eV. As for the net charge: +1. The calculation puts the gap between HOMO and LUMO at 8.42 eV.

Cartesian coordinates (Å):
C1 -1.20025 0.22227 -0.36467
C2 2.39706 -0.54218 0.02158
C3 -0.98944 0.22947 1.11256
N1 2.48633 -1.64886 0.41775
N2 -1.53394 1.01646 -1.35723
S1 2.03376 0.95561 -0.04541
S2 -0.92463 -1.34216 0.24741
H1 -0.14103 0.62848 1.70338
H2 -2.01401 0.44045 1.54395
H3 2.81760 -2.50809 0.15767
H4 -1.57586 1.98520 -1.16126
H5 -1.35557 0.56335 -2.27573

# 9
The molecule C3H5N3 at a distorted geometry. Source: the Open Molecules 2025 dataset; level of theory: wB97M-V/def2-TZVPD.

As for the molar mass: 83.1 g/mol. The HOMO energy is -0.3891 Ha. The multiplicity is 1. The value obtained for the total energy is -7658.1013 eV. The calculation puts the gap between HOMO and LUMO at 11.27 eV.

Cartesian coordinates (Å):
C1 -1.97075 -0.88457 0.11069
C2 0.60691 0.94119 -0.04681
C3 1.55122 -0.12786 0.10980
H1 -2.18398 -0.89005 1.19479
H2 -2.58101 -1.80385 -0.27795
H3 -0.78835 0.72092 1.24021
H4 0.74309 2.07868 0.17854
H5 0.59243 1.12178 -1.17291
N1 -1.16623 -0.15636 -0.52155
N2 -0.80591 1.01707 0.17123
N3 2.41408 -0.97500 0.03535

# 10
The molecule C3H5N3. Source: the Open Molecules 2025 dataset; level of theory: wB97M-V/def2-TZVPD.

As for the molar mass: 83.1 g/mol. The HOMO energy is -0.3322 Ha. The multiplicity is 1. The value obtained for the total energy is -7661.8966 eV. The calculation puts the gap between HOMO and LUMO at 9.97 eV.

Cartesian coordinates (Å):
N1 -1.87041 0.04283 0.20314
C1 -0.46824 0.05600 0.04623
C2 0.48251 -0.90856 -0.21443
C3 1.71004 -0.22077 -0.13959
N2 1.54329 1.06753 0.12223
N3 0.21753 1.20848 0.23631
H1 -2.15728 -0.81022 0.66774
H2 -2.34988 0.08065 -0.68928
H3 0.30551 -1.94944 -0.44931
H4 2.71129 -0.61440 -0.24760
H5 -0.17768 2.11126 0.44546

# 11
A cluster of 2 separate species, C3H5N3 in total at a distorted geometry. Source: the Open Molecules 2025 dataset; level of theory: wB97M-V/def2-TZVPD.

As for the molar mass: 83.1 g/mol. The HOMO energy is -0.3596 Ha. The multiplicity is 1. The value obtained for the total energy is -7660.2295 eV. The calculation puts the gap between HOMO and LUMO at 10.69 eV.

Cartesian coordinates (Å):
C1 -1.93165 -0.23933 0.02785
N1 -0.66129 0.01560 -0.59378
C2 0.26431 0.66997 -0.20020
N2 1.24765 1.37324 0.08615
C3 2.38139 -1.06259 0.07972
N3 1.45919 -1.74363 -0.05121
H1 -2.62103 -0.52533 -0.76476
H2 -1.86949 -1.04396 0.76403
H3 -2.30475 0.66833 0.51597
H4 0.76092 2.27658 0.00740
H5 3.25812 -0.46643 0.20643

# 12
The molecule C3H5N3. Source: the Open Molecules 2025 dataset; level of theory: wB97M-V/def2-TZVPD.

As for the molar mass: 83.1 g/mol. The HOMO energy is -0.3524 Ha. The multiplicity is 1. The value obtained for the total energy is -7661.3370 eV. The calculation puts the gap between HOMO and LUMO at 10.52 eV.

Cartesian coordinates (Å):
C1 -1.68764 -0.29922 0.02508
C2 -0.20054 -0.19529 -0.06131
N1 0.56880 -1.32707 -0.07998
N2 1.81123 -0.99897 -0.08028
N3 1.88262 0.33633 -0.09561
C3 0.63539 0.89198 -0.06441
H1 -2.11904 0.61716 0.43544
H2 -2.13809 -0.49548 -0.95321
H3 -1.94281 -1.13275 0.68900
H4 2.75225 0.64835 0.29872
H5 0.43782 1.95497 -0.11344